No. 1
39
Properties=species:S:1:pos:R:3:lowdin_charge:R:1 method="wB97M-V/def2-TZVPD" spin_multiplicity=1
Cl 0.5286 -2.6547 -1.7537 0.641
Cl -3.8178 -1.6658 -1.4780 0.662
S 1.3315 2.8582 0.1264 0.693
P -2.2731 -2.6336 3.8721 0.787
F 4.4578 3.5144 -3.2541 0.040
F 5.0743 5.4188 -4.4459 0.068
F 3.4963 5.5796 -2.7465 0.045
F 2.9642 4.5054 -4.7404 0.064
F -2.9776 -2.8621 1.1078 0.057
O 0.4262 3.6124 -0.7232 -0.257
O 0.9307 3.0595 1.5257 -0.323
O -0.0880 0.9328 -1.8270 0.211
O 1.5201 1.2548 -0.3078 -0.151
N -2.5528 -1.7467 5.1440 -0.269
N -1.5770 -1.6845 2.5039 -0.108
C 3.0020 3.6091 -0.0712 -0.080
C -0.5788 -0.7738 2.8129 -0.006
C -2.0313 -1.9075 1.2119 -0.188
C 0.0116 -0.0177 1.7336 0.088
C -1.7732 -4.0674 -1.3489 -0.163
C -1.4974 -1.1576 0.0624 -0.064
C -1.2927 -2.7169 -1.9926 -0.659
C -0.4396 -0.1811 0.3237 0.031
C 0.2872 0.6775 -0.7316 -0.416
C -2.0005 -1.4144 -1.3842 -0.569
B 3.9998 4.7554 -3.8034 -1.177
H -1.3627 -3.7220 4.1029 0.038
H -1.9791 -2.1525 5.8987 -0.010
H -0.2586 -0.6590 3.8719 0.142
H -3.5146 -3.2170 3.4607 0.043
H -1.4586 -2.7908 -3.0983 0.117
H -1.2966 -4.9094 -1.9321 0.092
H 2.8469 4.7261 -0.0509 0.102
H -1.3930 -4.1650 -0.3004 0.066
H -1.7892 -0.5938 -2.1089 0.108
H 0.8396 0.6884 2.0044 0.123
H 3.6575 3.3681 0.8025 0.079
H -2.8757 -4.2420 -1.3923 0.066
H 3.4535 3.3748 -1.0742 0.077

No. 2
62
Properties=species:S:1:pos:R:3:lowdin_charge:R:1 method="wB97M-V/def2-TZVPD" de_lowest_kj_mol=2.5 spin_multiplicity=1 charge=-1
In 0.5293 1.6778 -0.2578 0.382
Br 6.0142 -2.8306 2.2679 0.723
S -4.2518 2.3653 -5.5677 0.484
S -3.4060 1.0732 -3.0335 0.886
S 0.8016 2.0883 -2.6684 0.587
S -3.5329 4.6892 -2.0159 0.932
S -1.6461 0.4617 -0.7116 0.577
S -1.0588 4.2475 -0.4143 0.634
S -1.4523 2.5020 -4.5418 0.901
O 1.2861 -0.7332 -0.7798 -0.030
O 3.2579 0.7909 -0.3951 -0.127
N -0.1706 -2.8919 0.5496 0.160
N 1.0945 -4.6813 0.0598 0.182
N 1.7650 3.1362 0.7650 -0.091
N 1.9774 2.2703 3.0032 0.159
N 0.6487 0.7395 1.7204 -0.038
N -3.4506 3.1322 0.0020 -0.068
N 3.1403 4.7659 0.9383 -0.071
N 0.2356 -0.6763 3.2789 -0.051
N 0.9897 0.2817 3.8395 0.049
N 3.1373 4.1486 2.1412 0.038
N 2.3473 4.1807 0.1203 -0.055
N 0.0215 -0.4199 2.0398 -0.082
C 3.3965 -0.4460 0.1458 -0.212
C 4.4996 -0.8996 0.8433 -0.049
C -0.8324 -6.2837 -0.1980 -0.027
C -3.0930 1.9975 -4.4513 -1.526
C -2.6646 3.9416 -0.7024 -1.144
C 4.3551 1.6933 -0.2597 -0.050
C 2.2843 3.1556 1.9950 -0.474
C -2.9978 -5.2586 0.2056 -0.105
C 1.2280 1.1326 2.8543 -0.443
C -4.8073 2.8803 -0.4535 -0.227
C -1.8172 1.1617 -2.3074 -1.110
C -1.0472 -3.9428 0.3820 -0.184
C -0.2445 -5.0473 0.0633 -0.229
C 2.2925 -1.2819 -0.0419 -0.190
C -2.2084 -6.3733 -0.1208 -0.109
C -0.8800 1.8005 -3.0419 -1.130
C -2.4328 -4.0235 0.4598 -0.017
C 3.4005 -3.0291 1.1799 -0.068
C -5.0949 3.8437 -1.6185 -0.410
C 1.0865 -3.4131 0.3634 -0.273
C 4.4847 -2.2015 1.3368 -0.672
C 2.2760 -2.5572 0.4974 -0.070
H -4.0734 -5.3699 0.2537 0.094
H -2.9973 2.4755 0.6238 0.100
H -4.8973 1.8421 -0.7747 0.084
H 5.3592 -0.2684 1.0066 0.101
H 5.2516 1.2637 -0.7111 0.103
H 3.3900 -4.0326 1.5791 0.113
H 0.5102 -1.3152 -0.8343 0.078
H -5.4319 3.3096 -2.5059 0.053
H -2.6939 -7.3209 -0.3169 0.092
H 2.4496 2.3952 3.8818 0.144
H 4.0702 2.5987 -0.7854 0.083
H -0.2193 -7.1386 -0.4508 0.106
H -0.3371 -2.0110 1.0500 0.095
H 4.5395 1.9289 0.7907 0.097
H -3.0366 -3.1588 0.7013 0.109
H -5.8390 4.5889 -1.3475 0.068
H -5.5053 3.0457 0.3685 0.115

No. 3
97
Properties=species:S:1:pos:R:3:lowdin_charge:R:1 method="wB97M-V/def2-TZVPD" spin_multiplicity=1 charge=+1
Ba -3.2230 1.8781 3.3909 2.001
Ba 0.4357 -0.3568 3.8726 2.110
F -0.9776 -0.3300 1.4628 0.025
F -2.0592 1.6439 0.9109 0.024
F 0.1116 1.1144 0.1418 0.167
F -0.3716 1.6753 2.2600 0.004
O -1.6177 -2.0209 5.2207 -0.079
O -4.5118 2.1586 -5.6843 -0.167
O 2.6498 1.4229 3.7779 -0.328
O -0.0313 0.8055 6.6368 -0.063
O 0.2316 -2.8868 2.0986 -0.012
O 1.7458 3.3411 -2.6920 -0.171
O 1.2320 -4.7330 2.4790 0.112
O 2.9385 -1.1970 2.7215 -0.346
O 4.8297 -4.6979 -2.4683 0.077
O -0.8268 1.9090 4.9415 -0.388
O -3.4058 3.5365 -2.5681 -0.185
O 5.2108 -3.5313 -4.2002 0.094
O -2.4321 -0.8954 3.5266 -0.327
O 0.5124 1.4790 -4.4799 -0.167
N 4.7110 -3.6787 -3.1133 -0.368
N 0.3785 -4.0793 1.9295 -0.335
C -0.1319 2.6652 -4.0582 -0.204
C -0.5528 -6.1825 0.9840 -0.007
C 2.7869 2.5230 4.6649 -0.059
C -4.6508 2.7349 -6.9612 -0.111
C 3.5965 -1.4796 -3.3653 0.008
C -4.2236 3.1301 -4.7246 -0.233
C -3.4941 -2.9651 4.0214 0.009
C 2.4843 -0.5027 -1.4659 -0.038
C 2.9004 -0.4415 -2.7957 -0.055
C 3.3434 -2.7476 -1.3247 0.000
C -3.7994 2.4770 -3.4049 -0.204
C -0.5668 -4.8075 1.1111 -0.140
C -0.3117 0.3391 -4.3783 -0.111
C -2.4675 -1.8984 4.3232 -0.765
C 3.8674 -2.6207 -2.6124 -0.145
C -0.4783 3.1410 6.9992 0.000
C -2.5059 -4.7909 -0.3292 -0.060
C 0.9039 3.7433 -3.7675 -0.177
C -3.1122 3.1769 -1.2288 -0.102
C -1.4783 -6.8814 0.2476 -0.054
C -1.6333 -4.1307 0.5131 -0.005
C -2.5107 -6.1813 -0.3580 -0.050
C -0.4775 1.8783 6.1822 -0.767
C 3.7711 1.0965 2.9929 -0.173
C 2.6869 -1.6896 -0.7434 -0.073
C 1.4651 3.9617 -1.4677 -0.127
C 3.4105 -0.0251 2.0046 -0.158
C 3.8904 -2.2106 2.9406 -0.094
B -0.8386 1.0352 1.1413 -1.457
H 0.3480 4.6504 -3.5176 0.124
H 0.4256 4.2409 -1.2633 0.078
H 3.7091 -3.6185 -0.7925 0.116
H -3.3235 -6.6662 -0.8846 0.114
H -4.6778 1.9419 -3.0321 0.131
H -2.0765 3.4502 -1.0240 0.076
H -3.8062 3.6681 -0.5402 0.084
H -3.2135 2.0916 -1.1621 0.080
H -1.5072 3.4366 7.2182 0.081
H 3.5022 -2.9993 3.5859 0.093
H 2.0350 2.4862 5.4518 0.074
H 4.7366 -1.8355 3.5289 0.095
H 2.5789 0.1177 1.3131 0.101
H -3.8328 3.4141 -7.2343 0.087
H -1.7103 -3.0524 0.6072 0.117
H 0.1137 -6.7649 1.6128 0.127
H -0.0228 2.9574 7.9677 0.090
H -3.3146 -4.1956 -0.7309 0.111
H 4.5955 0.7220 3.6180 0.134
H -4.4469 -2.4980 3.7712 0.075
H -0.8243 0.2308 -3.4180 0.085
H -3.4253 3.7907 -5.0915 0.118
H -1.0212 0.1982 -5.1986 0.090
H -3.0842 -3.5244 3.1811 0.078
H 0.0258 3.9022 6.4071 0.084
H 1.6647 3.2368 -0.6698 0.072
H -0.8146 3.0575 -4.8203 0.128
H 3.7697 2.3829 5.1227 0.104
H -4.7209 2.0272 -7.7820 0.089
H -5.5465 3.3679 -6.9445 0.091
H 4.1644 2.0217 2.5568 0.142
H -5.0260 3.8514 -4.5166 0.133
H 1.5905 3.9018 -4.6004 0.131
H 4.3117 -2.7080 2.0654 0.097
H 3.9567 -1.4301 -4.3838 0.125
H 0.3662 -0.5153 -4.4441 0.080
H -3.6977 -3.5950 4.8838 0.086
H 2.6835 3.5274 4.2476 0.104
H 2.2029 -1.7853 0.2231 0.092
H -2.9877 1.7746 -3.6083 0.109
H 2.0975 4.8166 -1.2093 0.086
H -0.7116 2.5430 -3.1364 0.111
H 4.2375 -0.3111 1.3540 0.137
H 1.9377 0.2836 -0.9640 0.087
H 2.7861 0.4620 -3.3822 0.109
H -1.4515 -7.9582 0.3295 0.116

No. 4
11
Properties=species:S:1:pos:R:3:lowdin_charge:R:1 method="wB97M-V/def2-TZVPD" smiles="C[C@@H]1SC=NS1" de_lowest_kj_mol=80.6 spin_multiplicity=1
S 1.3505 0.6447 0.7114 0.831
S -1.3691 0.6347 -0.3553 0.869
N 0.6737 2.1794 0.4646 -0.376
C -0.1268 -0.4352 0.4831 -0.885
C -0.4795 2.1439 -0.0722 -0.606
C 0.2599 -1.6232 -0.4208 -0.223
H -0.6361 -2.2512 -0.6189 0.070
H 1.0438 -2.3150 0.0746 0.100
H 0.6392 -1.2320 -1.3948 0.073
H -0.9387 3.1035 -0.3455 0.077
H -0.4168 -0.8495 1.4738 0.070

No. 5
60
Properties=species:S:1:pos:R:3:lowdin_charge:R:1 method="wB97M-V/def2-TZVPD" de_lowest_kj_mol=0.0 spin_multiplicity=1 charge=+1
P -3.3000 -0.4610 0.9268 0.927
F -0.6849 2.0439 -6.6369 0.062
O 0.6703 -3.7516 0.0880 -0.020
O -0.0970 2.3817 0.0203 0.030
O -2.9817 -1.9900 1.3893 -0.255
O 2.0111 -3.6076 1.8809 0.129
N -3.3907 -0.5422 -0.7378 -0.130
N -1.5631 0.2902 0.9557 -0.112
N 1.5519 2.9425 1.4895 -0.120
C 2.2852 2.1255 2.4661 -0.030
C 2.3654 3.2961 0.3179 -0.028
C 2.1518 -5.6008 0.5391 -0.141
C -0.6977 -0.2055 3.1271 -0.107
C 3.6303 -5.7868 0.8656 -0.081
C -1.3846 0.8989 2.3318 -0.291
C -2.7276 3.8224 -4.2577 -0.080
C -0.3140 -0.5602 0.7310 -0.247
C -0.4100 -1.6280 -0.3513 -0.123
C 0.2983 2.5074 1.1708 -0.457
C -1.1211 2.5580 -5.4717 -0.288
C -0.6990 2.2824 2.2907 -0.022
C -2.2861 3.2991 -5.4645 -0.011
C -2.0078 3.6030 -3.0906 -0.098
C -0.3853 2.3237 -4.3271 -0.018
C -0.8377 2.8559 -3.1269 -0.091
C 1.6527 -4.2367 0.9257 -0.464
C 0.0678 -1.0822 2.1275 -0.099
C 0.8832 -2.4465 -0.4499 -0.147
H -1.4353 -0.7986 3.6696 0.114
H 1.5604 -6.3171 1.1190 0.133
H 3.4061 3.3566 0.6260 0.092
H 4.2586 -5.1771 0.2155 0.081
H 1.9379 -5.7885 -0.5114 0.120
H 2.0668 4.2729 -0.0550 0.102
H -0.5656 -1.1505 -1.3245 0.120
H 3.9174 -6.8278 0.7292 0.079
H -1.6022 1.0587 0.2704 0.127
H -2.3761 1.0977 2.7392 0.114
H -0.2816 2.6852 -2.2151 0.069
H -4.2478 -0.9968 -1.0395 0.064
H -0.2341 -2.1233 2.2114 0.116
H -3.6384 4.4059 -4.2328 0.107
H 3.8383 -5.5034 1.8954 0.078
H -3.1834 -2.1365 2.3236 0.069
H 3.1154 2.7024 2.8672 0.099
H 0.5226 1.7383 -4.3871 0.115
H 1.7058 -1.9652 0.0851 0.130
H -0.2828 2.4950 3.2719 0.121
H 2.6908 1.2255 1.9935 0.099
H -2.3557 4.0190 -2.1539 0.098
H -0.0509 0.2132 3.8972 0.117
H -1.4694 3.0344 2.1081 0.141
H -1.2247 -2.3288 -0.1769 0.106
H -2.8258 3.4600 -6.3875 0.121
H 1.1443 -1.0146 2.2552 0.115
H 1.6471 1.8433 3.2998 0.075
H 1.1783 -2.5524 -1.4939 0.135
H 0.4393 0.1413 0.3762 0.138
H -2.6081 -0.9539 -1.2298 0.030
H 2.2731 2.5536 -0.4755 0.092

The records above give, respectively, E_HOMO values of -9.5; -5.3; -11.4; -8.4; -11.1 eV.